# 1
DFT (ωB97M-V with the def2-TZVPD basis set) results for a structure of composition C31H55N4OP2Pd.

Properties
* net charge: +1
* energy above the lowest of the compared OMol25 structures with the same formula, charge and spin: 0.217 eV
* E_HOMO: -9.31 eV
* DFT total energy: -2318.96327 Eh
* multiplicity: 1

Structure (XYZ):
```
94
Properties=species:S:1:pos:R:3:forces:R:3
Pd -0.7076 -0.0605 -0.6481 -0.4 -0.2 -0.5
C -3.5008 -2.3329 -0.2103 0.0 0.0 0.0
C -2.3909 -3.0924 -0.9308 0.1 -0.2 0.0
C -2.6566 -3.1296 -2.4322 -0.1 0.0 0.0
P -0.7453 -2.3850 -0.4729 0.1 0.3 0.4
C 0.5504 -3.5264 -1.1101 -0.1 -0.2 0.1
C 1.8213 -3.3702 -0.2740 0.0 0.0 0.0
C 0.8610 -3.2927 -2.5883 0.1 0.0 0.0
C -0.7701 -2.4848 1.3292 -0.1 0.1 0.0
C -0.9428 -3.6980 1.9966 0.0 0.0 0.0
C -1.1895 -3.7605 3.3546 0.0 0.1 0.0
C -1.3831 -5.0634 4.0779 0.0 0.0 0.0
C -1.2979 -2.5373 4.0263 0.0 -0.1 0.0
C -1.1245 -1.3238 3.3939 0.0 0.0 0.1
C -0.8135 -1.2587 2.0243 0.0 -0.4 -0.2
N -0.6261 -0.0715 1.3301 0.2 0.0 0.0
C -0.2819 1.1281 1.9566 -0.3 0.3 -0.3
C 0.4342 1.2167 3.1499 0.1 0.1 0.2
C 0.7369 2.4522 3.7022 0.0 0.0 0.0
C 0.3580 3.6519 3.1054 0.0 -0.1 0.0
C 0.7185 4.9815 3.7081 0.0 0.0 0.0
C -0.3321 3.5672 1.9011 0.0 0.1 0.0
C -0.6383 2.3447 1.3213 0.0 -0.3 0.0
P -1.4558 2.0803 -0.2700 0.4 0.0 0.2
C -0.9523 3.3502 -1.5040 0.0 0.1 0.0
C 0.5728 3.4630 -1.5347 0.1 0.1 0.1
C -1.6225 4.7183 -1.3691 0.0 0.0 0.0
C -3.2621 2.2549 -0.0383 0.0 0.2 0.1
C -3.7284 1.4048 1.1405 0.0 0.0 0.0
C -3.9938 1.9102 -1.3320 -0.1 -0.1 0.0
H -4.4570 -2.8320 -0.3761 0.0 0.0 0.0
H -3.3307 -2.2662 0.8639 0.0 0.0 0.0
H -3.5824 -1.3165 -0.6043 0.0 0.0 0.0
H -2.3590 -4.1222 -0.5558 -0.1 0.0 0.0
H -2.5709 -2.1309 -2.8708 0.0 0.0 0.0
H -1.9889 -3.7982 -2.9691 0.0 0.0 0.0
H -3.6777 -3.4676 -2.6156 0.0 0.0 0.0
H 0.1569 -4.5427 -0.9857 0.0 0.0 0.0
H 2.1919 -2.3436 -0.3359 0.0 0.0 0.0
H 1.6622 -3.6137 0.7750 0.0 0.0 0.0
H 2.5972 -4.0296 -0.6673 0.0 0.0 0.0
H 1.1643 -2.2599 -2.7560 0.0 0.0 0.0
H 1.6928 -3.9353 -2.8838 0.0 0.0 0.0
H 0.0278 -3.5164 -3.2499 0.0 0.0 0.0
H -0.8931 -4.6208 1.4243 0.0 0.0 0.0
H -1.1630 -5.9104 3.4288 0.0 0.0 0.0
H -0.7296 -5.1335 4.9485 0.0 0.0 0.0
H -2.4097 -5.1714 4.4321 0.0 0.0 0.0
H -1.5380 -2.5386 5.0839 0.0 0.0 0.0
H -1.2497 -0.4177 3.9691 0.0 0.0 0.0
H 0.7832 0.3225 3.6477 0.0 0.0 0.0
H 1.2986 2.4785 4.6291 0.0 0.0 0.0
H 0.9362 4.8842 4.7710 0.0 0.0 0.0
H 1.6035 5.4062 3.2298 0.0 0.0 0.0
H -0.0930 5.7016 3.6001 0.0 0.0 0.0
H -0.6278 4.4845 1.4053 0.0 0.0 0.0
H -1.2931 2.9266 -2.4595 0.0 -0.1 0.0
H 0.9281 4.0264 -0.6698 0.0 0.0 0.0
H 1.0625 2.4869 -1.5125 0.0 0.0 -0.1
H 0.8877 4.0002 -2.4311 0.0 0.0 0.0
H -1.3832 5.1912 -0.4172 0.0 0.0 0.0
H -1.2611 5.3793 -2.1586 0.0 0.0 0.0
H -2.7075 4.6633 -1.4581 0.0 0.0 0.0
H -3.4326 3.3112 0.1982 0.0 0.0 0.0
H -3.4760 0.3528 0.9944 0.0 0.0 0.0
H -3.2710 1.7322 2.0741 0.0 0.0 0.0
H -4.8115 1.4873 1.2442 0.0 0.0 0.0
H -3.7701 0.8842 -1.6409 0.0 0.0 0.0
H -5.0723 1.9729 -1.1803 0.0 0.0 0.0
H -3.7371 2.5823 -2.1526 0.0 0.0 0.0
O -0.8316 -0.0517 -2.8509 -0.1 0.1 0.1
H -1.7185 -0.2403 -3.1816 0.0 0.0 0.0
H -0.6111 0.8355 -3.1640 0.1 0.0 0.0
C 4.8283 1.3853 -0.2233 0.0 0.0 0.0
N 3.6166 0.5890 -0.3321 0.0 0.0 0.0
C 2.7745 0.6346 0.8459 0.0 0.0 0.0
C 3.0635 0.2707 -1.5388 -0.1 0.1 0.1
N 1.7758 0.1654 -1.6685 0.2 0.1 -0.2
N 3.9693 0.0954 -2.5785 0.0 0.0 0.0
C 3.4508 0.0749 -3.9289 0.0 0.0 0.0
C 5.0990 -0.8075 -2.3835 0.0 0.0 0.0
H 4.5927 2.3479 0.2396 0.0 0.0 0.0
H 5.2538 1.5691 -1.2043 0.0 0.0 0.0
H 5.5752 0.8853 0.3979 0.0 0.0 0.0
H 3.3513 0.3099 1.7142 0.0 0.0 0.0
H 1.9136 -0.0153 0.7207 0.0 0.0 0.0
H 2.4102 1.6509 1.0329 0.0 0.0 0.0
H 1.5797 -0.2309 -2.5805 -0.1 0.0 0.0
H 2.9352 -0.8642 -4.1780 0.0 0.0 0.0
H 4.2829 0.1859 -4.6232 0.0 0.0 0.0
H 2.7662 0.9079 -4.0840 0.0 0.0 0.0
H 5.3289 -0.9064 -1.3276 0.0 0.0 0.0
H 5.9819 -0.4297 -2.9008 0.0 0.0 0.0
H 4.8679 -1.8048 -2.7751 0.0 0.0 0.0
```
Positions in Å, forces in eV/Å.

Löwdin atomic charge list, values in e, 5 entries: number 1, Pd, carries 0.664; number 2, C, carries -0.107; number 3, C, carries -0.522; number 4, C, carries -0.097; number 5, P, carries 1.019



# 2
DFT (ωB97M-V with the def2-TZVPD basis set) results for a structure of composition C44H36CdNO6P2S2 at a distorted geometry.

Properties
* net charge: -1
* energy above the lowest of the compared OMol25 structures with the same formula, charge and spin: 0.000 eV
* E_HOMO: -5.31 eV
* DFT total energy: -3851.42494 Eh
* multiplicity: 1

Structure (XYZ):
```
92
Properties=species:S:1:pos:R:3:forces:R:3
Cd 13.4887 13.7061 7.8005 0.4 -0.6 -0.3
N 12.5345 17.4284 8.2764 0.9 -0.9 -1.0
P 14.2821 17.3429 7.9500 -1.8 -0.2 1.1
C 14.7569 19.0868 7.8398 0.2 0.4 0.1
C 14.3239 20.1466 8.6642 0.4 -0.5 -0.6
C 14.9316 21.3834 8.5382 0.3 -0.4 -0.1
C 15.9868 21.5519 7.6446 -0.2 0.0 -0.2
C 16.3810 20.5299 6.8000 0.1 0.2 0.4
C 15.7894 19.2851 6.9260 -0.6 0.9 0.3
C 14.9015 17.0909 9.6635 0.6 0.2 0.7
C 14.1256 17.0400 10.8329 -0.4 0.2 -0.6
C 14.6972 16.8408 12.0844 -0.3 -0.3 0.3
C 16.0617 16.6314 12.1883 0.0 0.3 0.1
C 16.8481 16.7250 11.0594 -0.1 -0.1 -0.7
C 16.2881 16.9781 9.8080 0.1 -0.5 -0.2
P 11.6721 15.9457 8.0995 0.1 0.9 1.8
C 10.8357 15.9170 9.8008 -0.7 -0.3 -0.2
C 10.8842 14.7792 10.6041 -0.4 -0.4 0.0
C 10.2166 14.7334 11.8279 0.2 -0.6 0.6
C 9.5787 15.8478 12.3581 0.1 -0.2 -0.1
C 9.4554 16.9676 11.5581 0.2 0.2 -1.0
C 10.0127 16.9610 10.2624 0.6 0.4 0.3
C 10.2481 16.3677 7.0878 -0.2 -0.6 -0.1
C 9.1533 15.5007 7.0904 0.5 0.3 -0.1
C 8.0847 15.7509 6.2722 -0.8 0.1 -0.1
C 8.0682 16.8630 5.4385 -0.1 -0.1 -0.6
C 9.1915 17.6669 5.3827 -0.4 0.4 -0.7
C 10.2727 17.4119 6.1920 0.1 0.2 0.4
H 12.0598 18.2316 8.6718 0.2 -0.1 0.0
H 13.5605 19.9755 9.4097 -0.1 0.0 0.0
H 14.6444 22.2153 9.1515 -0.2 0.2 0.3
H 16.4968 22.4967 7.6157 0.1 0.3 -0.1
H 17.1703 20.6922 6.0850 0.2 0.0 -0.1
H 16.1136 18.4905 6.3048 0.2 -0.7 -0.5
H 13.0473 17.1518 10.7289 0.2 -0.1 0.2
H 14.0748 16.7649 12.9859 0.1 0.1 -0.5
H 16.5321 16.3952 13.1339 -0.1 0.0 0.1
H 17.8946 16.5039 11.1340 0.4 0.1 0.0
H 16.9248 16.9671 8.9085 -0.2 0.1 0.5
H 11.3173 13.8560 10.2385 0.3 0.0 -0.1
H 10.1823 13.7869 12.3964 0.2 0.6 -0.4
H 9.1619 15.8313 13.3643 0.0 -0.1 -0.3
H 8.8850 17.8277 11.9044 0.2 -0.1 -0.1
H 9.8731 17.8271 9.6189 -0.1 0.0 0.1
H 9.1592 14.5937 7.6548 0.0 -0.4 0.5
H 7.2591 15.0508 6.2948 -0.1 0.1 -0.1
H 7.2440 17.0526 4.7395 0.2 -0.1 0.5
H 9.2467 18.4672 4.6476 -0.1 0.0 0.2
H 11.1328 18.0387 6.1550 0.6 0.4 -0.1
O 11.0570 13.1633 5.8896 0.1 0.0 0.3
S 10.8458 12.1865 6.9456 0.1 0.1 -0.2
O 9.5050 12.1777 7.4879 -0.2 -0.2 0.0
O 11.8514 12.2905 8.0293 -0.1 0.6 0.5
C 11.1611 10.5740 6.2392 -0.1 0.0 -0.3
C 10.0372 9.9224 5.7574 -0.4 0.1 0.5
C 10.1315 8.7050 5.1212 -0.2 -0.9 -0.7
C 11.3762 8.1178 4.8858 0.1 0.4 0.3
C 12.5146 8.7955 5.3333 -1.0 -0.1 0.0
C 12.4161 10.0021 6.0222 0.2 -0.2 -0.2
S 13.9966 10.6894 6.5470 -0.9 0.1 0.0
O 14.9912 9.8885 5.8761 0.3 0.1 -0.1
O 13.9081 12.0747 6.0297 0.4 0.1 0.5
O 13.9623 10.5550 7.9907 0.5 0.4 -0.1
H 9.0665 10.3685 5.9534 0.1 0.0 -0.1
H 9.2136 8.2174 4.7573 0.5 0.2 0.2
H 11.4774 7.1508 4.3777 -0.1 0.5 0.2
H 13.4964 8.4215 5.1524 0.5 -0.3 -0.1
C 20.6056 14.7808 6.3545 -0.4 -0.5 0.5
C 20.1361 14.9428 7.6625 0.5 0.2 -0.2
C 18.8089 14.7488 7.9702 -1.0 -0.3 -0.3
C 17.8812 14.3713 6.9652 -0.1 0.0 -0.1
C 18.3692 14.1364 5.6713 0.4 0.3 0.7
C 19.7139 14.3175 5.3916 0.5 0.3 -0.1
C 16.3960 14.2699 7.1203 -0.5 0.1 1.3
C 15.6320 13.8793 8.1760 0.5 0.3 -1.0
C 16.2068 13.2516 9.3736 0.1 -0.1 0.1
C 17.2207 12.2909 9.2784 -0.1 -0.2 -0.4
C 17.7394 11.7075 10.4051 0.1 -0.2 0.9
C 17.2458 12.0338 11.6837 0.6 -0.4 -0.7
C 16.2307 12.9597 11.7797 -0.5 0.2 1.1
C 15.7150 13.5498 10.6417 -0.1 0.2 -0.4
H 21.6576 14.9116 6.1386 0.0 0.1 -0.1
H 20.8189 15.2191 8.4642 0.0 0.0 -0.2
H 18.4743 14.8678 8.9990 -0.1 0.0 -0.2
H 17.7057 13.8131 4.8876 -0.2 -0.1 -0.1
H 20.0866 14.1188 4.3974 0.0 0.0 -0.2
H 15.8589 14.6300 6.2484 0.1 -0.1 -0.2
H 17.5739 11.9347 8.3122 -0.1 0.3 0.1
H 18.5265 10.9629 10.2889 -0.2 0.1 0.1
H 17.6551 11.5205 12.5480 -0.1 0.2 0.0
H 15.7966 13.2052 12.7694 0.3 -0.1 -0.7
H 14.9005 14.2611 10.7047 -0.1 0.1 0.1
```
Positions in Å, forces in eV/Å.

Löwdin atomic charge list, values in e, 5 entries: number 1, Cd, carries 1.343; number 2, N, carries -0.435; number 3, P, carries 0.984; number 4, C, carries -0.380; number 5, C, carries -0.075



# 3
DFT (ωB97M-V with the def2-TZVPD basis set) results for a structure of composition C9H6O2 at a distorted geometry.

Properties
* net charge: 0
* energy above the lowest of the compared OMol25 structures with the same formula, charge and spin: 4.345 eV
* E_HOMO: -8.72 eV
* DFT total energy: -496.87115 Eh
* multiplicity: 1

Structure (XYZ):
```
17
Properties=species:S:1:pos:R:3:forces:R:3
C 0.0327 -0.6438 -3.0697 -3.3 -4.5 1.4
C -0.0541 -0.4323 -1.5125 -1.3 -0.5 -0.7
C -1.1787 -0.9868 -0.7759 -0.6 0.4 -2.4
C -1.3757 -0.7765 0.5333 1.7 -0.9 1.1
C -0.2876 -0.2324 1.2975 -1.0 1.0 -5.9
C 0.6532 0.9657 2.8215 -2.9 -2.1 -0.6
C 1.3407 1.2763 1.7454 1.6 -0.3 -1.9
C 0.7720 0.5457 0.6140 -2.4 -2.5 0.5
C 0.8150 0.3669 -0.8173 0.1 0.9 0.8
H 0.3767 0.5111 -3.7486 -0.9 -4.1 1.4
H -2.1215 -1.3474 -1.2351 1.3 -0.2 -0.6
H -2.2829 -1.2356 0.9022 0.1 0.5 0.8
H 0.5765 1.1112 3.8283 0.7 0.9 2.3
H 2.3203 1.7506 1.7350 -0.6 0.4 0.1
H 1.3399 0.9943 -1.5020 1.3 0.5 0.2
O -0.4726 -1.9077 -3.3351 3.6 8.4 -0.2
O -0.4539 0.0405 2.5189 2.5 2.2 3.4
```
Positions in Å, forces in eV/Å.

Löwdin atomic charge list, values in e, 5 entries: number 1, C, carries -0.060; number 2, C, carries -0.223; number 3, C, carries -0.054; number 4, C, carries -0.003; number 5, C, carries -0.274



Look up the multiplicity of the first one.
1